# 1
{"formula": "C18H25NO3", "method": "the ωB97M-V functional and the def2-TZVPD basis", "species": ["O", "O", "O", "N", "C", "C", "C", "C", "C", "C", "C", "C", "C", "C", "C", "C", "C", "C", "C", "C", "C", "C", "H", "H", "H", "H", "H", "H", "H", "H", "H", "H", "H", "H", "H", "H", "H", "H", "H", "H", "H", "H", "H", "H", "H", "H", "H"], "xyz": [[1.4058, 2.8082, 2.3336], [0.0185, -0.4265, 1.0325], [-0.7562, 1.4291, 2.2276], [-2.2645, -1.2391, -1.4826], [2.7200, 0.8986, 1.8680], [-1.0100, -2.0067, -1.8029], [-1.3489, -0.8237, 0.8250], [-1.8786, -0.1914, -0.4749], [1.4956, 1.9028, 0.0713], [0.1652, 0.8190, 1.6091], [-0.6618, -2.8469, -0.5689], [3.8129, 0.3445, 2.1758], [-2.9780, -2.7181, 0.4067], [-3.0505, 0.6691, -0.2226], [1.0385, 2.9843, -1.9834], [-3.3135, -2.2915, -1.0329], [5.1158, -0.3492, 2.4471], [1.8264, 1.6847, -2.2812], [0.9788, 3.1719, -0.4897], [1.4580, 1.5421, 1.5310], [-1.4199, -2.3606, 0.6784], [1.9000, 1.0324, -0.9865], [-0.0524, 3.5269, -0.1730], [2.1892, -0.0223, -0.8381], [5.8475, 0.4518, 2.5512], [-0.2200, -1.2654, -1.8532], [-1.9593, -0.5985, 1.6422], [-1.1708, -2.6178, -2.6877], [-0.8971, -3.8646, -0.7034], [0.4312, -2.8488, -0.4349], [-0.0240, 2.8696, -2.3192], [2.8012, 1.8914, -2.7703], [-3.9005, 0.2865, 0.3962], [5.3837, -1.1905, 1.7603], [1.5163, 3.8417, -2.5327], [1.7250, 3.8066, -0.0330], [-3.2790, -3.2210, -1.6626], [4.9840, -0.8954, 3.4180], [-3.1682, -3.7393, 0.4584], [-2.7649, 1.5981, 0.2732], [1.7832, 2.6581, 3.2285], [1.2729, 1.0265, -2.9694], [-3.6719, -2.2032, 1.0672], [-3.4797, 0.8186, -1.1921], [-1.0200, -2.9475, 1.4986], [-1.2282, 0.4268, -0.9947], [-4.3517, -1.8210, -1.0100]], "forces_ev_per_angstrom": [[0.1, -1.4, -0.7], [0.8, 2.0, 1.0], [2.5, -2.6, -2.6], [0.0, -1.4, -0.8], [4.8, -3.4, 1.7], [-1.3, 0.6, 1.6], [1.0, -1.6, -1.4], [-2.5, -2.8, 0.7], [0.4, -3.4, -3.9], [-4.6, 0.3, 3.3], [1.0, 0.6, 0.2], [-4.2, 1.5, -1.8], [1.6, 2.1, -0.2], [-1.9, 0.7, 0.9], [-0.2, 0.7, -1.6], [0.3, 1.7, 0.4], [-1.4, -0.5, 0.9], [-0.6, 0.3, -1.4], [-0.3, 0.8, 1.3], [1.9, 2.0, 0.4], [-1.2, -0.3, -1.3], [-0.6, 1.3, 4.7], [1.3, -0.6, 0.1], [0.1, 0.8, 0.0], [0.4, -0.5, -0.1], [0.1, 0.1, -0.9], [-0.7, 0.9, 1.4], [0.3, 0.2, -0.2], [-0.5, -1.4, -0.3], [-0.3, 0.2, 0.3], [1.0, 0.2, -0.1], [-0.3, -0.2, 0.4], [0.9, -0.3, -0.3], [-0.2, 1.2, 0.0], [-0.7, -0.7, 0.6], [-0.1, 1.4, -0.4], [0.0, 1.4, 0.0], [0.3, 0.7, -0.5], [0.0, -1.9, 0.6], [0.0, 0.1, -0.2], [-0.4, -0.3, -1.0], [0.2, 0.3, -0.1], [0.3, 0.1, 0.5], [-0.4, 0.7, -0.6], [-0.2, 0.4, 0.6], [2.0, 0.9, -0.7], [1.3, -0.7, -0.6]], "e_tot_ha": -981.18932, "smiles": "CC#C[C@](O)(C(=O)O[C@@H]1C2CCN(CC2)[C@H]1C)C1=CCCC1", "multiplicity": 1}

***

# 2
{"formula": "C18H25NO5S", "method": "the ωB97M-V functional and the def2-TZVPD basis", "species": ["S", "O", "O", "O", "O", "O", "N", "C", "C", "C", "C", "C", "C", "C", "C", "C", "C", "C", "C", "C", "C", "C", "C", "C", "C", "H", "H", "H", "H", "H", "H", "H", "H", "H", "H", "H", "H", "H", "H", "H", "H", "H", "H", "H", "H", "H", "H", "H", "H", "H"], "xyz": [[2.1031, -0.9115, 2.6762], [3.3371, 0.5974, -2.8880], [0.7125, 2.7622, -3.9946], [0.6059, 0.6015, -3.3959], [1.4310, 0.1670, 3.3531], [3.2534, -1.4843, 3.3098], [1.0724, -2.1957, 2.3544], [-4.6399, 0.2735, 0.7447], [-1.2077, -1.3141, 2.8829], [-0.7026, 2.7863, -4.1608], [3.0128, 0.3263, -1.5913], [4.3176, -1.7718, -1.9961], [2.2668, 1.1665, -0.7730], [-2.4508, -0.7512, 2.2546], [2.0019, 0.7991, 0.5366], [2.4860, -0.3976, 1.0161], [-2.2777, 0.5327, 1.4888], [1.2385, 1.5954, -3.6157], [2.7588, 1.7089, -3.5134], [-4.9030, -0.8271, 1.7681], [-0.2256, -1.8393, 1.8258], [3.5141, -0.8916, -1.0939], [-3.6307, -1.3462, 2.3653], [3.2369, -1.2381, 0.2150], [-3.6106, 1.2513, 1.2993], [1.0383, -2.8330, 3.1361], [1.8795, 2.1037, -1.1408], [3.7375, -2.0182, -2.8835], [3.1683, 1.7192, -4.5285], [-1.0036, 2.0778, -4.9342], [4.6048, -2.6859, -1.4858], [-3.4860, 2.0994, 0.6227], [-1.4657, -2.1282, 3.5646], [-3.7252, -2.2591, 2.9390], [-0.6454, -2.7165, 1.3234], [-1.8448, 0.3108, 0.5075], [5.2130, -1.2493, -2.3283], [-5.5344, -0.4389, 2.5751], [-3.9588, 1.6338, 2.2607], [-1.1972, 2.5185, -3.2254], [-5.5711, 0.7907, 0.5046], [-0.6964, -0.5337, 3.4507], [-4.2524, -0.1693, -0.1753], [3.0250, 2.6546, -3.0240], [-1.5701, 1.1742, 2.0190], [3.5992, -2.1622, 0.6359], [-5.4511, -1.6516, 1.3043], [-0.0355, -1.0715, 1.0734], [1.4269, 1.4328, 1.1927], [-0.9547, 3.8022, -4.4520]], "forces_ev_per_angstrom": [[-0.2, -0.5, 0.0], [-0.1, -0.2, 0.1], [0.4, 0.2, 0.0], [0.0, 0.0, -0.1], [0.0, 0.1, -0.4], [0.1, -0.2, -0.1], [0.8, 0.5, 0.1], [-0.1, 0.1, 0.2], [0.0, -0.1, -0.2], [-0.3, -0.2, 0.0], [0.0, -0.1, 0.4], [0.0, 0.1, 0.0], [0.1, 0.0, -0.2], [0.3, -0.1, 0.1], [0.0, 0.0, 0.1], [-0.3, 0.0, 0.6], [-0.2, 0.1, 0.0], [0.1, -0.2, 0.0], [-0.1, 0.1, 0.0], [0.0, 0.1, -0.2], [-0.5, 0.2, 0.0], [0.0, 0.1, 0.0], [-0.2, 0.0, 0.0], [0.1, 0.1, -0.2], [0.1, -0.1, -0.3], [0.2, -0.1, 0.2], [0.0, 0.1, 0.0], [0.0, -0.1, -0.1], [-0.1, 0.1, 0.1], [0.0, 0.1, 0.1], [0.0, -0.1, 0.0], [0.0, 0.0, 0.1], [0.0, 0.0, 0.0], [0.1, -0.1, 0.1], [0.0, 0.1, 0.0], [0.1, 0.1, 0.0], [0.1, 0.0, -0.1], [-0.1, 0.0, 0.0], [0.0, 0.1, 0.0], [0.0, 0.0, -0.1], [0.0, 0.0, -0.1], [-0.1, -0.1, 0.0], [0.0, 0.0, -0.1], [0.0, -0.1, -0.1], [0.1, 0.0, 0.0], [0.1, -0.2, -0.1], [-0.1, 0.0, 0.1], [-0.2, -0.1, -0.1], [-0.1, 0.1, 0.0], [0.0, 0.0, 0.0]], "e_tot_ha": -1530.02504, "smiles": "COC(=O)COc1ccc(S(=O)(=O)NCCC2=CCCCC2)cc1C", "multiplicity": 1}

***

ΔE to the lowest compared entry with this formula, charge and spin, respectively: 159.19; 14.34 kcal/mol.
LUMO, respectively: 0.734; 0.473 eV.